# 1
Formula: C7H19BN2
Source: OMol25
Level of theory: the ωB97M-V functional and the def2-TZVPD basis

Calculated values
- Relative energy (zero: lowest compared OMol25 entry of this formula, charge and spin): 105.1 kcal/mol
- E_tot: -412.28974 hartree
- LUMO level (alpha / beta): 0.63 / 0.50 eV
- Multiplicity: 1

Cartesian coordinates (Å):
B (-0.28746, -0.06982, -0.48722)
C (-1.89619, 1.83327, -1.45616)
C (-0.62777, 1.89450, 0.88544)
C (2.18414, -1.61724, 1.23813)
C (2.89369, 0.53524, 0.20095)
C (-0.45720, -2.58751, -0.42604)
C (-2.28446, -1.21019, 0.27339)
C (-0.65503, 1.48166, -0.55406)
N (2.33432, -0.80026, 0.01577)
N (-0.91784, -1.21932, -0.20497)
H (-2.78131, 1.85581, -0.82941)
H (-2.01701, 1.17532, -2.31221)
H (-1.87492, 2.84127, -1.69937)
H (-1.51822, 1.55534, 1.33093)
H (0.22785, 1.55150, 1.38300)
H (-0.64650, 2.94076, 1.10599)
H (3.24132, -1.71604, 1.73214)
H (1.35936, -1.13544, 1.94659)
H (1.88530, -2.60643, 0.99844)
H (3.29443, 0.67875, -0.87556)
H (2.22612, 1.37941, 0.55266)
H (3.75561, 0.43419, 0.87866)
H (-0.73500, -3.26820, 0.45434)
H (-0.79021, -2.95668, -1.41117)
H (0.64516, -2.48632, -0.73006)
H (-3.08314, -1.59908, -0.29897)
H (-2.25356, -1.91120, 1.18951)
H (-2.50167, -0.21556, 0.60238)
H (0.11007, 2.16967, -1.08672)

Cartesian forces, eV/Å:
B 2.28 1.13 -0.48
C -0.14 -1.45 2.33
C -1.07 1.07 -0.26
C 0.46 2.81 1.03
C 0.48 -0.70 -1.72
C 2.16 0.02 -0.92
C 0.78 -0.85 3.07
C 1.57 0.59 -2.57
N -2.01 -0.40 0.32
N -1.30 -1.53 -0.56
H -0.59 -0.80 0.06
H 0.01 0.12 0.00
H 0.55 1.88 -1.13
H -1.04 -0.84 1.13
H 1.12 -0.91 0.78
H 0.03 1.07 -0.45
H -1.85 0.40 -0.37
H 1.83 -1.08 -0.74
H -0.37 -0.84 -0.28
H -0.52 0.87 1.84
H 0.64 -0.83 -0.39
H -0.03 0.38 0.00
H 0.69 0.94 -1.41
H -0.91 -0.14 0.66
H -1.20 -0.40 1.38
H -0.45 -0.35 -1.46
H -0.33 1.21 -0.95
H -0.52 0.44 0.26
H -0.27 -1.80 0.83

These are the Mulliken partial charges, in e, on atoms 1 to 4: atom 1 (B): 0.221, atom 2 (C): -1.491, atom 3 (C): -1.460, atom 4 (C): -0.697

=====

# 2
Formula: C4H5N3O
Source: OMol25
Level of theory: the ωB97M-V functional and the def2-TZVPD basis

Calculated values
- Relative energy (zero: lowest compared OMol25 entry of this formula, charge and spin): 114.5 kcal/mol
- E_tot: -394.78511 hartree
- LUMO level: 0.56 eV
- Multiplicity: 1
- SMILES: [H]/N=C\N=c1/[nH]cco1

Cartesian coordinates (Å):
H (-0.17353, 3.70417, 1.56987)
N (-0.79704, 3.31523, 0.68216)
C (-0.83879, 1.99266, 0.33322)
N (0.17613, 1.02353, 1.02013)
C (0.36097, -0.10739, 0.52225)
N (-0.31987, -0.66980, -0.64202)
C (0.04689, -2.05582, -0.77987)
C (1.32468, -2.05491, -0.17498)
O (1.53823, -0.86691, 0.59677)
H (-1.29087, 1.74525, -0.68880)
H (-1.20471, -0.28696, -1.14279)
H (-0.62661, -2.82255, -1.34278)
H (1.80453, -2.91650, 0.04684)

Cartesian forces, eV/Å:
H -1.85 -2.42 -2.75
N 0.43 -3.84 0.28
C 3.71 3.86 2.46
N -1.95 2.38 -0.36
C 0.03 -0.65 -4.79
N -2.37 -0.69 0.21
C 2.47 1.74 0.27
C -5.37 1.61 -0.85
O -1.70 -0.92 -0.31
H 0.34 0.25 1.82
H 2.27 -0.92 1.96
H 1.85 1.62 1.14
H 2.12 -2.03 0.92

These are the Mulliken partial charges, in e, on atoms 1 to 4: atom 1 (H): 0.285, atom 2 (N): -0.564, atom 3 (C): 0.117, atom 4 (N): -0.479

=====

Which formula does entry 2 have? C4H5N3O

=====

The lowest relative energy (zero: lowest compared OMol25 entry of this formula, charge and spin) belongs to which entry? C7H19BN2